P:
Entry from OMol25: C3H4ClN in the gas phase (ωB97M-V/def2-TZVPD).

Bonds (Å) are listed after each position.
Element x y z (Å)
1 C -1.473 -1.522 -0.544  C2 1.199, H6 1.033
2 C -0.627 -0.673 -0.507  C1 1.199, C3 1.453
3 C 0.554 0.139 -0.268  C2 1.453, N4 1.434, H7 1.040, H8 1.088
4 N 0.358 0.775 1.002  C3 1.434, Cl5 1.718, H9 0.973
5 Cl 1.512 2.044 1.106  N4 1.718
6 H -2.075 -2.358 -0.602  C1 1.033
7 H 0.737 0.742 -1.095  C3 1.040
8 H 1.492 -0.408 -0.197  C3 1.088
9 H -0.478 1.261 1.106  N4 0.973

Values from the calculation:
- Multiplicity: 1
- HOMO: -9.71 eV

=====

Q:
Entry from OMol25: 2 unconnected molecules or ions with the total composition C3H4ClN (ωB97M-V/def2-TZVPD).

Bonds (Å) are listed after each position.
Element x y z (Å)
1 C -0.861 0.735 1.176  C2 1.401, N4 1.142
2 C -1.055 -0.177 0.129  C1 1.401, H6 1.039, H7 1.161
3 C 1.142 -0.161 -0.545  Cl5 1.711, H8 1.112, H9 1.046
4 N -0.696 1.433 2.065  C1 1.142
5 Cl 1.565 -1.232 -1.810  C3 1.711
6 H -1.412 -1.123 0.365  C2 1.039
7 H -1.423 0.167 -0.917  C2 1.161
8 H 1.640 -0.476 0.399  C3 1.112
9 H 1.101 0.834 -0.863  C3 1.046

Values from the calculation:
- Multiplicity: 1
- HOMO (alpha / beta): -9.38 / -9.38 eV

=====

Most favorable structure: Q. The second most favorable one is 0.382 eV above it.

=====

P:
Entry from OMol25: C2H4ClNO in the gas phase (ωB97M-V/def2-TZVPD).

Bonds (Å) are listed after each position.
Element x y z (Å)
1 C -1.294 -0.242 -0.241  C2 1.814, O4 1.176, H6 1.126
2 C 0.208 0.592 0.342  C1 1.814, N3 1.405, H7 1.150, H8 1.030
3 N 1.361 -0.196 0.190  C2 1.405, Cl5 1.823, H9 0.925
4 O -1.262 -1.337 0.188  C1 1.176
5 Cl 1.629 -0.463 -1.593  N3 1.823
6 H -2.165 0.365 -0.615  C1 1.126
7 H 0.240 1.597 -0.217  C2 1.150
8 H -0.019 0.704 1.341  C2 1.030
9 H 1.302 -1.021 0.605  N3 0.925

Values from the calculation:
- Multiplicity: 1
- HOMO: -8.93 eV

=====

Q:
Entry from OMol25: 2 unconnected molecules or ions with the total composition C2H4ClNO (ωB97M-V/def2-TZVPD).

Bonds (Å) are listed after each position.
Element x y z (Å)
1 C 0.060 -1.388 -1.221  N3 1.215, Cl5 1.766, H6 1.125
2 C -0.167 1.299 1.363  O4 1.233, H7 1.196, H8 1.138
3 N -0.819 -0.884 -0.552  C1 1.215, H9 0.900
4 O -0.321 1.691 0.204  C2 1.233
5 Cl 1.460 -0.697 -2.047  C1 1.766
6 H -0.055 -2.471 -1.501  C1 1.125
7 H 0.207 0.352 1.989  C2 1.196
8 H 0.111 2.255 1.916  C2 1.138
9 H -0.477 -0.155 -0.150  N3 0.900

Values from the calculation:
- Multiplicity: 1
- HOMO: -10.07 eV

=====

Most favorable structure: P. The second most favorable one is 0.384 eV above it.